# C10H20BFN4O14

5 unconnected molecules or ions with the total composition C10H20BFN4O14 (ωB97M-V/def2-TZVPD, OMol25).

Last column: natural (NBO) charge in e.
Atoms and positions in Å:
C  -1.957811  3.045160  -2.151322  -0.336
C  -0.876219  2.168000  -2.736940  -0.313
C  -0.507629  0.770366  -1.941023  0.540
F  -1.713890  0.342147  -1.142541  -0.392
O  -0.291871  -0.469109  -2.758700  -0.516
C  0.375804  -1.351340  -1.750656  1.010
O  0.041574  -2.566407  -1.309434  -0.536
O  1.501799  -0.457749  -1.318846  -0.515
C  0.738995  0.743064  -0.877016  0.497
O  0.103430  0.340614  0.390779  -0.731
C  1.550227  2.119662  -0.511513  -0.860
B  3.110211  1.938437  -1.045878  1.236
O  3.455448  1.686059  -2.474546  -0.946
O  4.268223  1.992783  -0.094427  -0.963
H  -2.225257  4.048384  -2.736184  0.236
H  -2.577736  2.768330  -1.198043  0.241
H  -0.324821  2.481326  -3.726152  0.254
H  -0.299646  1.150360  0.861987  0.500
H  1.614440  2.179319  0.674562  0.275
H  1.023203  3.096321  -0.914892  0.278
H  3.295062  2.528405  -3.018183  0.498
H  4.395769  1.067064  0.273323  0.520
C  -2.257216  0.482380  4.209202  -0.483
N  -1.173408  1.049483  3.362264  0.526
O  -0.030597  0.610837  3.536687  -0.344
O  -1.500606  1.918973  2.546213  -0.406
H  -1.827990  -0.267411  4.877158  0.238
H  -2.692722  1.304273  4.781144  0.239
H  -2.993220  0.028580  3.542435  0.243
C  -4.602194  0.159269  -3.277994  -0.484
N  -5.190847  1.521490  -3.171246  0.524
O  -4.448701  2.479590  -3.416430  -0.380
O  -6.381395  1.590424  -2.844361  -0.373
H  -3.554307  0.249196  -3.571986  0.240
H  -4.688508  -0.314746  -2.298122  0.242
H  -5.169440  -0.386502  -4.034684  0.236
C  6.197441  -0.022649  3.653736  -0.484
N  5.178623  -0.733564  2.835099  0.531
O  4.910528  -0.256904  1.726148  -0.403
O  4.676850  -1.750105  3.328936  -0.354
H  6.551736  0.848447  3.098530  0.236
H  5.716816  0.283106  4.585295  0.239
H  7.016330  -0.720559  3.839631  0.239
C  -0.807714  -4.866879  0.339489  -0.481
N  -1.712692  -6.046548  0.285182  0.521
O  -2.067822  -6.537575  1.362970  -0.381
O  -2.041015  -6.446233  -0.837967  -0.379
H  -0.602981  -4.626409  1.384881  0.227
H  0.113506  -5.133935  -0.182356  0.241
H  -1.317760  -4.037224  -0.154212  0.251

Forces on the atoms, in the same order (eV/Å):
3.1780 -2.2014 -2.3719
-3.3850 1.6620 2.2965
-1.4506 -0.7050 -0.2665
2.0127 1.6355 -2.0014
0.4311 -0.2044 3.3789
-0.7822 -3.1375 1.5590
2.7358 8.9772 -3.7500
-3.4883 -0.6380 0.6721
-1.6620 0.2400 2.0524
0.7204 1.5199 -0.5239
0.6783 -0.4295 0.0832
2.3333 -0.0120 -0.5263
-1.1049 2.6896 1.9848
-2.8935 -1.8716 -1.7914
0.6939 -2.4824 1.4858
1.5093 0.4510 -2.0769
-1.0910 -0.8994 2.3024
0.9418 -1.5906 -1.2025
-0.3236 -0.1901 -2.6286
0.9142 -2.2147 0.6141
0.1378 -1.9748 1.0864
-0.0369 1.5588 -0.3104
-0.0712 -0.2188 0.2495
1.1679 -0.0897 -0.1313
-1.7862 0.9469 -0.5034
0.6272 -1.0260 0.7049
0.0116 0.2330 -0.2490
0.0088 -0.1077 -0.2337
0.0952 0.2196 0.0857
0.3353 -0.1674 -0.1016
-0.4965 0.9060 0.0654
-1.3066 -1.1050 0.3318
1.7813 0.1027 -0.4657
-0.2685 0.0939 0.1270
-0.0862 0.0714 -0.2182
-0.0134 0.0914 0.2430
0.2278 0.3042 -0.0219
-0.8439 -0.7297 -0.4051
0.1962 -0.9034 1.4279
0.7346 1.6739 -0.9941
-0.1802 -0.2607 0.0482
0.0960 -0.2009 -0.1401
-0.2460 0.0641 0.0617
0.0686 0.1746 0.2249
-0.5710 -0.8068 0.0178
0.2937 0.4522 -1.5720
0.3501 0.4232 1.7075
-0.1187 -0.1759 -0.2467
-0.2779 0.1365 -0.0486
0.2037 -0.2842 -0.0297

Results
Structure (SMILES) = C=C[C@@]1(F)OC(=O)O[C@@]1(O)CB(O)O.C[N+](=O)[O-].C[N+](=O)[O-].C[N+](=O)[O-].C[N+](=O)[O-]
HOMO = -10.03 eV



# C3H9I3Si2

2 unconnected molecules or ions with the total composition C3H9I3Si2 (ωB97M-V/def2-TZVPD, OMol25).

Last column: natural (NBO) charge in e.
Atoms and positions in Å:
C  0.554355  -0.534817  -1.958886  -1.184
C  1.232660  2.592744  1.051637  -0.535
C  0.832941  -1.737285  0.887132  -1.186
Si  0.210165  -0.293804  -0.116606  0.999
Si  -2.085191  -0.071298  0.199114  0.332
I  -3.687145  -1.928958  -0.383307  -0.177
I  -2.820788  0.585370  2.470189  -0.159
I  -2.780680  1.875751  -1.258126  -0.194
H  1.638626  -0.515070  -2.245093  0.260
H  0.173655  -1.524564  -2.286436  0.246
H  0.253211  0.209137  -2.799507  0.278
H  0.993653  3.144875  0.149702  0.183
H  0.423256  2.294206  1.739186  0.192
H  2.235151  2.438118  1.259894  0.169
H  1.857910  -1.904161  1.162378  0.264
H  0.480738  -1.972250  1.896176  0.269
H  0.487486  -2.657993  0.232548  0.244

Forces on the atoms, in the same order (eV/Å):
0.7102 0.6106 -2.3543
-2.6181 -0.7958 -0.7050
-0.8863 -2.5788 -0.5889
0.4851 1.0169 0.1382
-1.1353 0.4978 -0.2625
0.6221 0.3717 0.0552
0.3796 -0.1279 -0.2667
0.2999 -0.5966 0.3632
-0.4882 -0.4295 0.9414
0.1330 0.4038 0.2033
-0.4117 -0.8859 1.9726
-0.1439 -0.0393 0.2145
0.7163 0.4674 -0.3529
1.6392 -0.4012 0.5862
1.0555 0.4087 -0.9738
-1.1360 0.6130 -0.1873
0.7786 1.4650 1.2168

Results
HOMO (alpha / beta) = -8.93 / -7.86 eV



# C23H21N2O2

2 unconnected molecules or ions with the total composition C23H21N2O2 (ωB97M-V/def2-TZVPD, OMol25).

Last column: natural (NBO) charge in e.
Atoms and positions in Å:
C  2.588057  -2.380969  -3.586251  -0.724
C  1.850083  -2.887978  -2.378782  0.463
C  1.648728  -1.874649  -1.306824  0.241
N  2.204502  -2.846667  0.354681  0.029
N  2.348509  -3.786427  0.946443  0.226
O  1.413878  -4.029984  -2.280429  -0.442
H  3.156700  -1.465765  -3.367288  0.232
H  3.292174  -3.150778  -3.908967  0.279
H  1.909027  -2.178558  -4.431693  0.281
H  2.436162  -1.120761  -1.228134  0.233
C  -0.561711  1.111059  -6.082574  -0.641
C  -0.542060  0.544952  -4.692292  0.032
C  -0.664367  -0.837010  -4.536959  -0.211
C  -0.489098  -1.421485  -3.291319  -0.197
C  -0.183198  -0.620691  -2.176718  -0.070
C  0.270538  -1.365827  -0.946680  -0.353
C  0.329468  -0.725254  0.440519  -0.073
C  0.761042  0.570257  0.668712  -0.233
C  0.725264  1.136537  1.949492  -0.178
C  0.374422  0.333726  3.030872  0.314
O  0.512416  0.774101  4.350535  -0.514
C  -0.492886  1.553312  4.930301  0.286
C  -1.253580  0.991431  5.959992  -0.253
C  -2.383921  1.668533  6.412705  -0.188
C  -2.706838  2.924928  5.899752  -0.219
C  -1.874287  3.516552  4.948236  -0.188
C  -0.759578  2.832904  4.452529  -0.270
C  -0.059444  -0.978033  2.833417  -0.232
C  -0.110852  -1.473334  1.535054  -0.196
C  -0.312050  0.753260  -2.276306  -0.128
C  -0.442943  1.325306  -3.543379  -0.214
H  -0.313081  2.177904  -6.072351  0.229
H  0.171953  0.587709  -6.718453  0.232
H  -1.552809  0.977836  -6.545600  0.242
H  -0.850075  -1.474407  -5.392052  0.230
H  -0.584272  -2.503714  -3.153996  0.230
H  -0.442744  -2.178214  -0.830767  0.260
H  1.077894  1.205773  -0.142158  0.219
H  0.993180  2.169471  2.150271  0.230
H  -0.968012  0.008853  6.330281  0.228
H  -3.015929  1.183753  7.159180  0.225
H  -3.586537  3.453403  6.276049  0.226
H  -2.105843  4.508277  4.564105  0.222
H  -0.109666  3.272424  3.699528  0.215
H  -0.324711  -1.613956  3.676825  0.246
H  -0.567275  -2.442564  1.340992  0.217
H  -0.367956  1.366720  -1.383728  0.226
H  -0.438276  2.408046  -3.636768  0.231

Forces on the atoms, in the same order (eV/Å):
0.4111 0.3627 -0.2749
-0.4459 -2.7064 -0.8793
-0.9381 1.5791 0.2544
0.5052 -3.9819 1.6632
-0.4915 3.7995 -2.1611
0.7046 1.9663 0.2324
-0.2330 -0.2114 -0.1435
-0.0837 -0.0509 0.0609
0.1197 -0.1095 0.5074
-0.0639 -0.1957 0.2534
0.0055 0.2213 -0.1742
-0.0776 -0.3323 -0.1340
0.0823 -0.2875 0.4973
0.1458 0.1585 -0.1163
-0.0526 -0.3055 -0.4846
-0.0055 -0.7314 1.9158
-0.4665 0.4057 -0.0981
-0.0045 0.7549 0.5373
0.1299 -0.5011 0.1653
-0.2012 0.0979 0.9061
0.2534 -0.1339 -0.5298
-0.5817 0.0230 -0.2010
0.1169 0.0553 -0.6029
0.1714 -0.1102 0.0991
0.1324 0.0578 0.1068
0.0185 -0.1191 -0.0241
-0.2429 -0.1522 0.1989
0.2207 -0.0307 -0.3702
-0.3400 -0.0433 -0.0553
0.1406 0.4191 -0.4728
-0.0500 0.1427 0.1827
-0.1115 -0.2192 -0.0980
-0.2808 0.2166 0.2300
0.3281 0.0935 0.1521
-0.0689 0.0678 -0.0703
0.1197 0.3640 -0.2075
0.2842 -0.5661 -0.1597
0.2047 -0.0245 -0.0425
0.1436 -0.2171 -0.2711
-0.1805 0.1781 -0.0360
0.1794 0.2777 -0.1633
0.3126 -0.1772 -0.2169
0.0645 -0.1891 0.1162
-0.2226 -0.0175 0.1543
-0.0528 0.3139 -0.1573
0.2226 -0.0259 0.1944
0.3124 0.0073 -0.3147
-0.1340 -0.1228 0.0316

Results
Net charge = +1
HOMO = -11.11 eV



Number 1: molecular weight 450.094 g mol⁻¹, electronic energy -1789.62423 a.u.. Number 2: molecular weight 481.989 g mol⁻¹, electronic energy -1591.76430 a.u.. Number 3: molecular weight 357.433 g mol⁻¹, electronic energy -1148.70377 a.u..